No. 1
C29H25N8O4Pt | wB97M-V/def2-TZVPD

Properties
charge: +1
gap between HOMO and LUMO (alpha / beta): 8.4501 / 6.5205 eV
expectation value of S²: 2.01
HOMO level (alpha / beta): -10.95 / -10.99 eV
spin multiplicity: 3

Each line ends with the natural charge from an NBO analysis.
CARTESIAN COORDINATES (ANGSTROEM)
Pt 0.308 0.086 -0.220  1.2133
C -0.318 -2.509 4.558  -0.2377
N -0.444 -1.360 3.676  -0.1501
C -0.504 -1.365 2.346  0.2149
N -0.416 -0.119 1.908  -0.5648
C -0.284 0.623 3.041  0.1557
N -0.303 -0.103 4.130  -0.2400
C 1.073 -3.112 4.482  -0.0440
C 1.258 -4.482 4.606  -0.1888
C 2.537 -5.023 4.580  -0.1950
C 3.642 -4.206 4.416  -0.1776
C 3.459 -2.832 4.279  -0.0304
C 2.179 -2.289 4.315  -0.2231
C 4.609 -1.950 4.123  0.4312
N 5.811 -2.118 4.568  -0.2656
N 6.529 -1.010 4.205  -0.2672
C 5.721 -0.227 3.568  0.4546
O 4.479 -0.767 3.474  -0.4212
C 6.015 1.056 2.947  -0.1020
C 7.101 1.812 3.378  -0.1506
C 7.379 3.015 2.754  -0.1866
C 6.586 3.462 1.706  -0.2136
C 5.509 2.705 1.264  0.0407
C 4.706 3.175 0.062  -0.2497
N 3.290 2.873 0.177  -0.1447
C 2.671 1.746 -0.156  0.2097
N 1.395 1.833 0.213  -0.5843
C 1.295 3.075 0.764  0.1581
N 2.430 3.722 0.763  -0.2289
C 5.222 1.503 1.894  -0.2176
H -1.071 -3.247 4.287  0.2298
H -0.524 -2.153 5.567  0.2561
H -0.617 -2.249 1.738  0.2372
H -0.189 1.695 3.049  0.2184
H 0.401 -5.134 4.730  0.2211
H 2.669 -6.092 4.687  0.2316
H 4.645 -4.611 4.393  0.2436
H 2.063 -1.214 4.240  0.2305
H 7.704 1.451 4.200  0.2450
H 8.216 3.616 3.084  0.2322
H 6.808 4.407 1.224  0.2221
H 5.076 2.691 -0.842  0.2307
H 4.798 4.251 -0.054  0.2482
H 3.128 0.892 -0.630  0.2520
H 0.385 3.491 1.162  0.2245
H 4.391 0.886 1.576  0.2138
C -2.107 -4.167 -5.080  -0.2603
O -0.988 -4.821 -4.496  -0.4631
C -0.336 -4.206 -3.508  0.3866
C 0.814 -4.871 -3.027  -0.2880
C 1.536 -4.320 -2.015  -0.1133
C 1.198 -3.080 -1.423  -0.3502
C 2.053 -2.512 -0.415  0.6073
C 2.988 -3.406 0.362  -0.7131
O 2.112 -1.293 -0.139  -0.6877
C 0.022 -2.413 -1.899  0.5189
O -0.486 -1.319 -1.399  -0.7694
C -0.712 -3.005 -2.947  -0.4132
H -2.420 -4.798 -5.905  0.2141
H -1.829 -3.181 -5.459  0.1868
H -2.926 -4.069 -4.366  0.1864
H 1.100 -5.805 -3.491  0.2396
H 2.438 -4.823 -1.692  0.2198
H 2.711 -4.454 0.315  0.2335
H 2.985 -3.076 1.402  0.2462
H 4.007 -3.285 -0.014  0.2517
H -1.591 -2.468 -3.275  0.2358

***

No. 2
C29H26AlO2PTe4 | wB97M-V/def2-TZVPD

Properties
charge: -2
gap between HOMO and LUMO: 4.5406 eV
HOMO level: -0.79 eV
spin multiplicity: 1

Each line ends with the natural charge from an NBO analysis.
CARTESIAN COORDINATES (ANGSTROEM)
Al -0.150 2.379 1.849  1.5067
Te -1.759 4.029 4.240  0.2403
Te -4.343 4.188 5.158  -0.2183
Te -5.884 5.222 3.187  -0.7371
Te 1.997 3.394 2.359  -1.0101
O -2.396 1.970 -0.379  -0.6061
C -1.397 1.281 -0.426  0.7944
O -0.317 1.458 0.283  -0.9110
C -1.363 0.087 -1.354  -0.1102
C -2.555 -0.626 -1.458  -0.1705
C -2.634 -1.771 -2.229  -0.2246
C -1.516 -2.198 -2.933  -0.2133
C -0.341 -1.466 -2.869  -0.2252
C -0.237 -0.319 -2.077  -0.2868
P 1.292 0.720 -2.045  0.8732
C 2.378 -0.247 -0.927  -0.2517
C 3.024 0.456 0.081  -0.2076
C 3.885 -0.198 0.956  -0.2123
C 4.113 -1.557 0.819  -0.2221
C 3.464 -2.271 -0.187  -0.2313
C 2.598 -1.620 -1.049  -0.2364
C 2.002 0.281 -3.691  -0.3297
C 3.319 -0.141 -3.864  -0.2293
C 3.849 -0.323 -5.136  -0.2041
C 3.074 -0.090 -6.261  -0.2387
C 1.762 0.343 -6.103  -0.2387
C 1.240 0.535 -4.835  -0.1464
H -3.414 -0.257 -0.911  0.2371
H -3.563 -2.324 -2.287  0.2044
H -1.561 -3.090 -3.546  0.1991
H 0.506 -1.786 -3.461  0.2120
H 2.833 1.514 0.222  0.2707
H 4.346 0.368 1.756  0.2290
H 4.781 -2.069 1.501  0.2006
H 3.628 -3.338 -0.290  0.1988
H 2.089 -2.186 -1.820  0.2093
H 3.938 -0.330 -2.997  0.2250
H 4.876 -0.652 -5.244  0.2008
H 3.486 -0.237 -7.251  0.1998
H 1.145 0.538 -6.972  0.2030
H 0.218 0.882 -4.726  0.2087
C -2.355 0.835 4.909  -0.6170
C -2.361 0.987 3.380  -0.0949
C -3.801 0.803 2.894  -0.6248
C -1.859 2.383 2.866  -1.1317
C -1.427 -0.093 2.832  0.0253
C -0.082 -0.084 3.223  -0.2758
C 0.828 -0.997 2.712  -0.2026
C 0.412 -1.960 1.803  -0.1911
C -0.920 -1.996 1.421  -0.2191
C -1.829 -1.079 1.936  -0.2417
H -3.092 1.500 5.357  0.2344
H -1.382 1.076 5.339  0.2116
H -2.607 -0.198 5.170  0.1904
H -4.418 1.602 3.308  0.2477
H -4.217 -0.159 3.214  0.1858
H -3.864 0.875 1.805  0.2124
H -2.582 2.736 2.125  0.2581
H 0.266 0.658 3.936  0.2473
H 1.866 -0.935 3.010  0.2164
H 1.124 -2.659 1.384  0.1989
H -1.255 -2.726 0.692  0.2026
H -2.858 -1.116 1.605  0.2161

***

No. 3
C29H26AsF15MnNO6S4 | wB97M-V/def2-TZVPD

Properties
charge: -1
gap between HOMO and LUMO (alpha / beta): 7.3974 / 7.4417 eV
expectation value of S²: 0.81
HOMO level (alpha / beta): -5.01 / -5.05 eV
spin multiplicity: 2

Each line ends with the Löwdin spin population.
CARTESIAN COORDINATES (ANGSTROEM)
Mn 0.196 0.264 0.335  0.9673
S 2.320 -0.242 1.204  0.0109
C 2.154 -0.425 2.942  0.0018
C 3.163 0.047 3.792  0.0005
C 3.055 -0.084 5.168  0.0001
C 1.936 -0.681 5.732  -0.0004
C 0.932 -1.162 4.903  -0.0001
C 1.034 -1.046 3.520  -0.0003
As -0.308 -1.718 2.274  -0.0068
C -1.748 -1.964 3.585  -0.0020
C -2.024 -3.164 4.229  -0.0004
C -3.041 -3.238 5.175  -0.0001
C -3.786 -2.111 5.492  -0.0001
C -3.510 -0.907 4.857  0.0000
C -2.502 -0.837 3.907  -0.0001
C 0.269 -3.569 2.108  -0.0007
C 1.480 -4.036 2.596  0.0000
C 1.826 -5.375 2.442  0.0000
C 0.957 -6.253 1.810  0.0000
C -0.251 -5.784 1.306  0.0000
C -0.585 -4.445 1.442  -0.0001
H 4.029 0.524 3.349  0.0003
H 3.849 0.291 5.805  0.0000
H 1.844 -0.776 6.807  0.0000
H 0.060 -1.632 5.341  0.0000
H -1.446 -4.051 4.001  0.0000
H -3.247 -4.182 5.666  0.0000
H -4.578 -2.170 6.228  0.0000
H -4.091 -0.023 5.091  0.0000
H -2.307 0.097 3.397  0.0000
H 2.159 -3.358 3.098  0.0000
H 2.777 -5.729 2.821  0.0000
H 1.224 -7.297 1.698  0.0000
H -0.927 -6.459 0.795  0.0000
H -1.515 -4.076 1.023  0.0000
F 0.138 5.158 -2.758  0.0000
C 0.988 4.605 -1.897  -0.0001
F 1.059 5.381 -0.811  0.0000
F 2.195 4.553 -2.459  0.0000
S 0.408 2.943 -1.377  0.0004
O 1.358 2.503 -0.374  0.0006
O -0.925 3.177 -0.936  0.0012
N 0.486 2.140 -2.721  0.0001
S 0.983 0.658 -2.807  0.0005
O 0.350 -0.041 -3.876  0.0005
O 1.145 0.003 -1.513  -0.0007
C 2.733 0.864 -3.325  0.0001
F 3.325 -0.331 -3.414  0.0000
F 3.400 1.605 -2.441  0.0000
F 2.804 1.463 -4.515  0.0000
F -4.148 -2.031 -1.847  -0.0002
C -2.874 -1.597 -1.761  0.0003
F -2.400 -1.485 -3.004  0.0000
F -2.175 -2.560 -1.148  0.0001
C -2.731 -0.237 -0.992  0.0037
O -1.436 -0.062 -0.724  0.0209
C -3.284 0.903 -1.923  0.0018
F -4.398 0.539 -2.595  0.0007
F -2.376 1.252 -2.821  0.0000
F -3.608 1.990 -1.204  0.0001
C -3.652 -0.306 0.268  -0.0002
F -3.363 0.668 1.135  -0.0001
F -3.495 -1.471 0.912  -0.0001
F -4.958 -0.199 -0.027  0.0001
C 0.737 -4.905 -1.833  -0.0002
S 0.952 -3.143 -1.547  -0.0009
C 2.712 -3.166 -1.173  0.0003
H 1.040 -5.482 -0.958  0.0000
H 1.307 -5.231 -2.705  0.0000
H -0.323 -5.080 -2.021  0.0000
H 3.011 -2.139 -0.971  0.0002
H 3.285 -3.554 -2.017  0.0000
H 2.907 -3.762 -0.279  0.0000
C 0.985 2.789 2.803  -0.0003
C -0.405 2.322 2.529  -0.0029
C -1.552 3.107 3.094  -0.0009
O -0.641 1.305 1.898  0.0058
H 0.991 3.779 3.256  0.0000
H 1.576 2.771 1.890  0.0002
H 1.440 2.069 3.492  -0.0003
H -1.404 3.283 4.162  0.0001
H -2.494 2.601 2.905  0.0000
H -1.557 4.083 2.601  -0.0005

***

No. 4
C29H26AsN4O3S2Sr | wB97M-V/def2-TZVPD

Properties
charge: -1
gap between HOMO and LUMO: 6.7334 eV
HOMO level: -4.77 eV
spin multiplicity: 1

Each line ends with the natural charge from an NBO analysis.
CARTESIAN COORDINATES (ANGSTROEM)
Sr -0.719 -1.065 0.082  1.7822
O -0.348 4.564 -1.913  -0.7041
C -1.021 3.939 -2.888  0.3483
C -1.498 4.710 -3.951  -0.2941
C -2.195 4.122 -4.988  -0.1930
C -2.436 2.751 -4.992  -0.2707
C -1.969 1.984 -3.940  -0.1647
C -1.270 2.551 -2.878  -0.1666
C -0.828 1.662 -1.763  0.5914
O -1.202 0.448 -1.759  -0.8652
N -0.113 2.248 -0.815  -0.5238
N 0.113 1.403 0.263  -0.3856
C 0.769 1.919 1.228  0.1290
C 1.020 1.278 2.515  -0.2440
C 2.013 1.853 3.317  -0.1530
C 2.326 1.371 4.571  -0.3193
C 1.607 0.276 5.057  -0.2060
C 0.608 -0.301 4.306  -0.2664
C 0.263 0.169 3.008  0.3959
O -0.695 -0.391 2.352  -0.8972
H -0.082 3.852 -1.258  0.5045
H -1.299 5.774 -3.936  0.2117
H -2.551 4.737 -5.806  0.1984
H -2.970 2.290 -5.812  0.1988
H -2.124 0.913 -3.912  0.2323
H 1.164 2.931 1.102  0.1606
H 2.556 2.706 2.920  0.1990
H 3.106 1.833 5.162  0.2032
H 1.834 -0.126 6.038  0.1998
H 0.050 -1.150 4.681  0.2013
N 8.382 -1.806 4.223  -0.3625
C 7.387 -1.937 3.658  0.3011
C 6.146 -2.101 2.955  -0.2150
C 6.015 -3.110 2.002  -0.1565
C 4.820 -3.271 1.326  -0.2057
C 3.730 -2.433 1.584  -0.1218
C 3.877 -1.423 2.546  -0.1315
C 5.067 -1.256 3.223  -0.1790
C 2.485 -2.581 0.897  -0.1664
C 1.407 -2.661 0.316  -0.5654
H 6.853 -3.762 1.796  0.2138
H 4.717 -4.053 0.585  0.2195
H 3.038 -0.773 2.757  0.2289
H 5.162 -0.471 3.962  0.2235
S -0.007 -3.065 -4.082  0.3977
C 0.969 -2.189 -2.985  -0.4827
C 1.126 -0.920 -3.438  -0.0520
N 0.516 -0.630 -4.635  -0.4205
C -0.115 -1.671 -5.075  -0.1648
H 1.334 -2.622 -2.063  0.2861
H 1.669 -0.143 -2.920  0.2201
H -0.674 -1.684 -6.000  0.2065
C -6.235 -1.217 -0.916  -0.9626
As -4.508 -1.393 -0.046  1.4375
C -4.868 -2.011 1.734  -0.9845
C -3.815 0.399 0.150  -0.9983
S -3.176 -2.602 -1.111  -0.7236
H -6.900 -0.615 -0.298  0.2312
H -6.637 -2.219 -1.053  0.2440
H -6.078 -0.749 -1.884  0.2530
H -5.379 -2.973 1.715  0.2446
H -5.484 -1.290 2.272  0.2348
H -3.925 -2.139 2.266  0.2633
H -4.618 1.098 0.374  0.2404
H -3.310 0.630 -0.789  0.2896
H -3.082 0.394 0.962  0.2549

***

no.,M (g/mol),energy (Eh)
1,744.65,-1978.17410
2,974.88,-2927.25531
3,1027.63,-8104.52348
4,705.23,-4628.42307